This record from OMol25 describes C27H35BF4MnN4P2 as an isolated structure in a non-equilibrium geometry. The level of theory is ωB97M-V/def2-TZVPD.

CARTESIAN COORDINATES (ANGSTROEM)
1 Mn 2.326 -0.133 -2.804
2 C 5.865 2.757 -3.564
3 C 5.475 3.677 -2.694
4 C 4.641 4.882 -3.022
5 C 3.602 4.780 -4.202
6 C 2.788 3.532 -4.432
7 C 3.229 2.296 -4.768
8 C 4.434 2.211 -5.642
9 C 5.729 2.839 -5.061
10 C 0.132 -0.512 -1.897
11 H 6.451 1.887 -3.251
12 H 5.958 3.726 -1.703
13 H 5.299 5.745 -3.278
14 H 4.141 5.220 -2.099
15 H 2.905 5.621 -3.986
16 H 4.123 5.076 -5.127
17 H 1.714 3.791 -4.515
18 H 2.618 1.374 -4.682
19 H 4.227 2.768 -6.577
20 H 4.622 1.169 -5.925
21 H 6.593 2.305 -5.508
22 H 5.802 3.896 -5.394
23 H 0.980 -1.307 -1.706
24 H -0.608 -0.959 -2.587
25 H -0.374 -0.300 -0.930
26 P 0.052 1.661 -2.168
27 P 1.303 1.984 0.487
28 N -0.130 1.473 -3.956
29 N -1.569 2.367 -1.882
30 N 2.693 1.215 -0.324
31 N 2.232 2.302 1.930
32 C 1.060 3.213 -1.934
33 C 1.520 3.536 -0.480
34 C 0.378 0.321 -4.577
35 C 0.104 0.395 -5.923
36 C -0.460 1.676 -6.190
37 C -0.568 2.337 -4.963
38 C -2.721 1.582 -1.955
39 C -3.845 2.380 -1.761
40 C -3.375 3.720 -1.545
41 C -1.983 3.678 -1.637
42 C 2.734 -0.150 -0.666
43 C 3.966 -0.382 -1.453
44 C 4.737 0.821 -1.213
45 C 3.939 1.728 -0.574
46 C 3.412 2.995 2.213
47 C 3.651 2.901 3.584
48 C 2.581 2.128 4.145
49 C 1.752 1.753 3.115
50 H 0.552 4.069 -2.397
51 H 1.950 3.022 -2.561
52 H 2.557 3.915 -0.499
53 H 0.903 4.313 0.006
54 H 0.677 -0.576 -4.014
55 H 0.286 -0.421 -6.586
56 H -0.768 2.026 -7.164
57 H -0.950 3.317 -4.714
58 H -2.635 0.515 -2.066
59 H -4.865 2.051 -1.777
60 H -3.980 4.595 -1.381
61 H -1.255 4.448 -1.492
62 H 2.319 -0.880 0.020
63 H 4.353 -1.364 -1.704
64 H 5.763 0.960 -1.470
65 H 4.203 2.695 -0.177
66 H 4.001 3.455 1.428
67 H 4.492 3.327 4.107
68 H 2.410 1.904 5.178
69 H 0.891 1.114 3.061
70 F 0.852 -1.090 1.258
71 B -0.432 -1.143 1.954
72 F -0.283 -0.649 3.257
73 F -1.348 -0.319 1.209
74 F -0.879 -2.493 2.040

Calculated values
Kohn-Sham gap (alpha / beta), Eh: 0.22899 / 0.22317
Spin multiplicity: 6
ΔE to the lowest compared entry with this formula, charge and spin, kcal per mole: 0.00
<S²>: 8.874

=====

This record from OMol25 describes C27H35Br42F5NO4S as an isolated structure in a non-equilibrium geometry. The level of theory is ωB97M-V/def2-TZVPD.

CARTESIAN COORDINATES (ANGSTROEM)
1 C 1.079 -3.242 3.317
2 O -0.324 -3.106 2.841
3 C -0.328 -2.754 1.411
4 C -1.355 -1.446 1.240
5 S -3.167 -1.886 1.390
6 O -4.093 -1.017 0.452
7 O -3.702 -1.590 2.845
8 C -3.590 -3.678 1.044
9 F -5.021 -3.856 1.500
10 F -2.813 -4.656 1.895
11 C -3.589 -4.094 -0.550
12 F -2.259 -4.061 -1.199
13 F -4.540 -3.331 -1.390
14 F -4.055 -5.530 -0.591
15 C -0.909 -0.387 2.408
16 C -1.252 1.181 2.117
17 C -2.689 1.552 2.878
18 C -0.097 2.078 2.928
19 N -1.191 1.624 0.680
20 O -2.387 1.977 0.177
21 C -0.421 0.687 -0.217
22 C 1.232 0.735 0.030
23 C -0.615 1.289 -1.767
24 C -1.018 -0.848 -0.276
25 H 1.450 -2.177 3.697
26 H 1.069 -3.996 4.218
27 H 1.797 -3.667 2.466
28 H 0.742 -2.328 1.109
29 H -0.591 -3.640 0.695
30 H -1.341 -0.678 3.481
31 H 0.275 -0.475 2.533
32 H -2.703 2.708 3.063
33 H -3.625 1.130 2.313
34 H -2.622 1.028 3.937
35 H -0.010 3.184 2.494
36 H -0.250 2.055 4.091
37 H 0.966 1.586 2.696
38 H 1.526 1.775 0.494
39 H 1.552 -0.186 0.717
40 H 1.739 0.544 -1.017
41 H 0.124 0.687 -2.482
42 H -0.256 2.412 -1.795
43 H -1.693 1.115 -2.189
44 H -1.934 -0.905 -1.010
45 H -0.166 -1.515 -0.775
46 C -0.050 2.961 -5.423
47 Br 0.036 1.018 -5.467
48 Br -1.851 3.613 -5.767
49 Br 0.677 3.681 -3.769
50 H 0.584 3.328 -6.238
51 C 3.287 0.783 -8.538
52 Br 2.016 1.421 -9.865
53 Br 3.482 2.034 -7.061
54 Br 2.848 -1.007 -7.917
55 H 4.262 0.720 -9.034
56 C 1.980 -1.395 7.164
57 Br 2.268 -0.160 8.639
58 Br 0.241 -1.135 6.331
59 Br 3.424 -1.318 5.863
60 H 1.984 -2.405 7.587
61 C 4.787 -0.990 -1.538
62 Br 3.516 -0.351 -2.865
63 Br 4.982 0.262 -0.061
64 Br 4.348 -2.780 -0.917
65 H 5.762 -1.053 -2.034
66 C -6.242 3.368 0.081
67 Br -5.831 4.408 1.673
68 Br -5.692 4.283 -1.544
69 Br -5.508 1.569 0.183
70 H -7.332 3.267 0.038
71 C 2.433 4.184 9.801
72 Br 2.854 5.760 10.861
73 Br 2.983 2.544 10.692
74 Br 0.557 4.135 9.290
75 H 3.015 4.255 8.877
76 C 7.588 3.691 -7.321
77 Br 6.823 5.451 -7.639
78 Br 6.915 2.895 -5.679
79 Br 7.349 2.511 -8.849
80 H 8.667 3.830 -7.191
81 C 2.728 7.090 -6.003
82 Br 1.589 5.993 -7.136
83 Br 1.690 8.176 -4.767
84 Br 4.071 6.027 -5.080
85 H 3.265 7.780 -6.662
86 C -2.067 4.568 5.456
87 Br -1.646 6.144 6.516
88 Br -1.517 2.929 6.347
89 Br -3.943 4.520 4.944
90 H -1.485 4.640 4.531
91 C -1.923 -6.496 -3.811
92 Br -1.334 -4.643 -3.852
93 Br -2.627 -7.070 -5.532
94 Br -0.526 -7.687 -3.168
95 H -2.748 -6.554 -3.093
96 C 3.520 4.437 0.511
97 Br 3.048 3.416 2.099
98 Br 5.444 4.675 0.349
99 Br 2.747 3.668 -1.100
100 H 3.084 5.434 0.631
101 C 4.181 -4.731 -10.249
102 Br 2.421 -5.086 -9.499
103 Br 4.344 -2.897 -10.876
104 Br 5.604 -5.202 -9.010
105 H 4.292 -5.379 -11.125
106 C -2.853 -4.513 5.372
107 Br -2.442 -3.473 6.963
108 Br -2.302 -3.598 3.746
109 Br -2.119 -6.312 5.474
110 H -3.942 -4.614 5.329
111 C -6.909 -5.700 3.601
112 Br -8.815 -6.078 3.528
113 Br -6.388 -4.935 5.312
114 Br -5.843 -7.264 3.153
115 H -6.703 -4.943 2.836

Calculated values
Kohn-Sham gap (alpha / beta), Eh: 0.29733 / 0.29695
Spin multiplicity: 2
<S²>: 0.755

=====

This record from OMol25 describes C27H35BrIN5O4STi as an isolated structure in a non-equilibrium geometry. The level of theory is ωB97M-V/def2-TZVPD.

CARTESIAN COORDINATES (ANGSTROEM)
1 Ti -0.133 0.826 0.271
2 C 1.090 -0.368 2.796
3 C 1.399 1.150 2.831
4 N 0.274 1.888 2.184
5 C -0.795 2.196 3.173
6 C -2.163 2.355 2.543
7 S -2.482 1.161 1.236
8 C -2.604 -0.441 2.065
9 C -1.316 -0.959 2.683
10 N -0.082 -0.641 1.905
11 H 1.952 -0.905 2.417
12 H 0.893 -0.754 3.792
13 H 1.551 1.501 3.848
14 H 2.299 1.372 2.274
15 H 0.658 2.761 1.834
16 H -0.820 1.398 3.907
17 H -0.532 3.108 3.709
18 H -2.948 2.283 3.292
19 H -2.265 3.315 2.038
20 H -3.387 -0.374 2.820
21 H -2.962 -1.097 1.275
22 H -1.213 -0.549 3.679
23 H -1.392 -2.039 2.796
24 H 0.116 -1.481 1.331
25 Br -4.928 -0.748 -6.324
26 C -3.700 -0.591 -4.925
27 C -2.402 -0.178 -5.203
28 C -1.505 -0.034 -4.164
29 C -1.901 -0.321 -2.860
30 C -3.201 -0.750 -2.594
31 C -4.108 -0.882 -3.628
32 C -0.978 -0.065 -1.779
33 O 0.102 0.567 -1.874
34 O -1.245 -0.454 -0.530
35 H -2.111 0.036 -6.223
36 H -0.491 0.297 -4.358
37 H -3.509 -0.943 -1.573
38 H -5.127 -1.190 -3.436
39 O 1.765 3.161 0.054
40 C 0.775 3.356 -0.633
41 C 0.621 4.310 -1.792
42 C -0.838 4.134 -2.243
43 C -1.366 2.990 -1.408
44 O -2.400 2.397 -1.542
45 N -0.411 2.665 -0.406
46 H 1.340 4.042 -2.564
47 H 0.855 5.320 -1.464
48 H -0.956 3.898 -3.297
49 H -1.446 5.014 -2.042
50 I 2.857 -3.363 1.084
51 C 1.033 -3.894 0.198
52 C 0.943 -5.132 -0.420
53 C -0.261 -5.466 -1.019
54 C -1.311 -4.564 -0.969
55 C -1.122 -3.370 -0.302
56 N 0.042 -3.018 0.279
57 H 1.783 -5.812 -0.423
58 H -0.376 -6.426 -1.509
59 H -2.265 -4.784 -1.430
60 H -1.929 -2.652 -0.223
61 C 4.626 1.718 -1.163
62 C 4.306 0.239 -0.848
63 C 4.349 -0.614 -2.129
64 C 5.262 -0.303 0.222
65 C 2.922 0.211 -0.329
66 N 1.851 0.199 0.076
67 H 5.651 1.766 -1.532
68 H 4.539 2.345 -0.276
69 H 3.957 2.112 -1.929
70 H 5.342 -0.518 -2.568
71 H 3.611 -0.273 -2.857
72 H 4.164 -1.667 -1.906
73 H 6.273 -0.284 -0.190
74 H 5.019 -1.332 0.489
75 H 5.247 0.316 1.123

Calculated values
Kohn-Sham gap, Eh: 0.25406
ΔE to the lowest compared entry with this formula, charge and spin, kcal per mole: 0.00
Charge: +2